DFT (ωB97M-V/def2-TZVPD) results for a structure of composition C4H3MgNO4 at a distorted geometry.

Positions of all 13 atoms, in Å:
O: -1.035 2.376 -2.063
C: -0.604 1.442 -1.560
Mg: 0.448 -0.144 -0.325
O: 2.765 -1.201 -2.870
C: 1.995 -0.889 -2.081
C: -1.947 -1.021 -0.353
O: -3.022 -1.427 -0.397
C: 0.596 -1.945 1.054
O: 0.774 -2.807 1.810
N: 0.040 1.181 1.436
H: 0.579 2.050 1.364
H: 0.321 0.836 2.355
H: -0.909 1.548 1.632

Its HOMO energy is -21.890 eV. As for the molar mass: 153.376 g mol⁻¹. As for the strongest force on any atom: 0.119 Eh/bohr. The net charge is +2. As for the spin multiplicity: 1. For the frontier orbital gap, the calculation gives 12.85 eV. The value obtained for the LUMO energy is -0.33207 Ha.

DFT (ωB97M-V/def2-TZVPD) results for a structure of composition C6H9N at a distorted geometry.

Positions of all 16 atoms, in Å:
C: 1.471 1.345 0.114
C: 0.533 0.176 -0.028
C: -0.476 -0.168 1.120
C: -1.242 -0.808 -0.021
C: -0.728 0.273 -0.953
C: 1.110 -1.220 -0.400
N: -0.047 -1.849 -0.389
H: 2.020 1.512 -0.817
H: 2.196 1.156 0.912
H: 0.915 2.259 0.359
H: -0.920 0.746 1.515
H: -0.162 -0.839 1.926
H: -0.504 -2.721 -0.536
H: -2.316 -1.104 0.047
H: -0.643 -0.003 -2.010
H: -1.207 1.246 -0.837

Its HOMO energy is -8.286 eV. The calculation puts the energy above the lowest of the compared OMol25 structures with the same formula, charge and spin at 86.8 kcal/mol. As for the molar mass: 95.145 g mol⁻¹. As for the strongest force on any atom: 0.061 Eh/bohr. As for the spin multiplicity: 1. For the frontier orbital gap, the calculation gives 9.25 eV. The value obtained for the LUMO energy is 0.03539 Ha.

DFT (ωB97M-V/def2-TZVPD) results for the molecule CH7N2O2P at a distorted geometry.

Positions of all 13 atoms, in Å:
N: 1.160 0.310 -1.641
C: 0.669 -0.642 -0.706
P: -0.314 -0.200 0.764
N: -1.506 0.811 0.216
O: -0.808 -1.810 1.149
O: 0.430 0.600 1.921
H: 1.681 0.913 -1.017
H: 0.490 0.908 -2.111
H: -0.161 -1.220 -1.093
H: 1.544 -1.407 -0.533
H: -1.751 1.571 0.709
H: -2.288 0.283 -0.044
H: 0.854 -0.117 2.385

Its HOMO energy is -9.146 eV. Its structure (SMILES) is NC[P@@](N)(=O)O. The calculation puts the energy above the lowest of the compared OMol25 structures with the same formula, charge and spin at 31.2 kcal/mol. As for the molar mass: 110.053 g mol⁻¹. As for the strongest force on any atom: 0.159 Eh/bohr. As for the spin multiplicity: 1. For the frontier orbital gap, the calculation gives 9.64 eV. The value obtained for the LUMO energy is 0.01820 Ha.

DFT (ωB97M-V/def2-TZVPD) results for a cluster of 2 separate species, C4H13NO2 in total at a distorted geometry.

Positions of all 20 atoms, in Å:
C: -2.566 -0.703 2.471
O: -2.109 -0.483 1.166
C: -0.898 -1.165 0.662
C: -0.250 -0.111 -0.340
C: 1.064 -0.480 -0.974
N: -0.034 1.208 0.267
H: -3.488 -0.167 2.698
H: -1.842 -0.394 3.225
H: -2.676 -1.761 2.710
H: -0.251 -1.451 1.491
H: -1.282 -1.943 0.002
H: -0.958 -0.013 -1.163
H: 1.774 -0.828 -0.223
H: 1.491 0.211 -1.701
H: 0.775 -1.376 -1.524
H: -0.911 1.488 0.683
H: -0.124 1.772 -0.567
O: 4.251 2.379 -2.788
H: 3.352 2.057 -2.718
H: 4.683 1.760 -3.377

Its HOMO energy is -9.617 eV. Its structure (SMILES) is COC[C@H](C)N.O. The calculation puts the energy above the lowest of the compared OMol25 structures with the same formula, charge and spin at 38.8 kcal/mol. As for the molar mass: 107.153 g mol⁻¹. As for the strongest force on any atom: 0.052 Eh/bohr. As for the spin multiplicity: 1. For the frontier orbital gap, the calculation gives 10.38 eV. The value obtained for the LUMO energy is 0.02803 Ha.

DFT (ωB97M-V/def2-TZVPD) results for a structure of composition C47H55F8N4O2Te2Y at a distorted geometry.

Positions of all 119 atoms, in Å:
Y: 11.974 11.419 15.063
C: 7.965 6.592 14.320
C: 9.286 6.134 14.821
C: 10.203 7.169 15.422
C: 10.534 7.377 16.768
C: 10.053 6.645 18.010
C: 11.020 5.520 18.375
C: 11.492 8.553 16.695
C: 12.285 8.878 17.770
C: 13.288 9.908 17.666
C: 14.335 10.025 18.718
C: 14.456 9.022 19.886
C: 14.974 7.700 19.357
C: 15.107 11.064 18.312
C: 14.536 11.664 17.082
C: 15.067 12.606 16.257
C: 14.803 12.964 14.874
N: 13.898 12.354 14.076
C: 14.156 12.713 12.805
C: 13.432 12.162 11.686
C: 12.466 11.156 11.723
N: 12.070 10.400 12.833
C: 11.446 9.271 12.479
C: 10.877 8.250 13.305
C: 10.909 8.184 14.629
N: 11.568 9.105 15.409
C: 11.374 9.173 11.008
C: 11.954 10.350 10.575
C: 12.076 10.786 9.189
C: 13.468 10.806 8.590
C: 10.742 8.184 10.103
C: 11.772 7.393 9.225
C: 15.245 13.595 12.740
C: 15.620 13.806 14.068
C: 16.879 14.558 14.524
C: 18.016 13.572 14.794
C: 15.565 14.448 11.539
C: 16.433 13.712 10.450
N: 13.454 10.798 16.662
C: 16.098 11.827 19.177
C: 17.499 11.160 19.164
H: 7.315 5.737 14.051
H: 7.948 7.351 13.527
H: 7.421 7.188 15.134
H: 9.941 5.650 14.129
H: 9.090 5.316 15.500
H: 9.019 6.301 17.893
H: 10.124 7.360 18.849
H: 10.932 4.722 17.580
H: 10.679 5.121 19.335
H: 12.074 5.890 18.411
H: 12.177 8.424 18.749
H: 13.381 8.920 20.244
H: 15.049 9.441 20.680
H: 14.637 7.640 18.325
H: 14.708 6.808 19.936
H: 16.094 7.731 19.388
H: 15.923 13.244 16.574
H: 13.680 12.519 10.702
H: 10.293 7.549 12.688
H: 11.664 11.808 9.193
H: 11.407 10.231 8.560
H: 14.205 11.254 9.154
H: 13.401 11.426 7.700
H: 13.833 9.791 8.467
H: 9.996 8.734 9.556
H: 10.320 7.479 10.771
H: 12.172 7.936 8.358
H: 11.304 6.484 8.795
H: 12.593 7.115 9.918
H: 16.621 14.961 15.516
H: 16.962 15.363 13.770
H: 17.665 12.863 15.505
H: 18.941 13.917 15.314
H: 18.303 13.058 13.822
H: 16.138 15.266 11.934
H: 14.640 14.930 11.045
H: 17.527 13.607 10.790
H: 16.395 14.287 9.565
H: 16.167 12.721 10.237
H: 15.714 11.665 20.173
H: 16.058 12.857 18.856
H: 17.548 10.129 19.550
H: 18.174 11.715 19.813
H: 17.938 11.202 18.178
O: 11.272 15.112 17.692
C: 11.513 13.976 17.391
F: 8.662 11.438 15.932
C: 9.453 11.466 14.736
F: 9.237 12.739 14.250
F: 8.779 10.737 13.847
C: 8.568 17.078 22.265
C: 9.360 15.879 21.773
C: 8.644 14.761 21.308
C: 9.279 13.745 20.628
C: 8.481 12.646 20.058
C: 10.669 13.882 20.402
Te: 11.589 12.561 19.066
C: 11.426 14.888 20.964
C: 12.844 15.161 20.526
C: 10.696 15.905 21.623
H: 7.916 17.411 21.461
H: 9.326 17.905 22.315
H: 8.141 17.009 23.231
H: 7.599 14.693 21.571
H: 8.702 11.757 20.625
H: 8.903 12.550 19.029
H: 7.368 12.756 19.999
H: 13.245 14.532 19.727
H: 13.505 15.009 21.378
H: 13.019 16.160 20.188
H: 11.240 16.828 21.921
F: 19.103 18.509 5.629
Te: 17.672 17.144 5.585
F: 18.310 16.545 7.376
F: 18.910 15.929 4.925
F: 16.426 15.491 5.570
F: 17.542 17.405 3.620
O: 11.683 13.372 16.312

Its HOMO energy is -3.242 eV. The calculation puts the energy above the lowest of the compared OMol25 structures with the same formula, charge and spin at 44.1 kcal/mol. As for the molar mass: 1204.073 g mol⁻¹. As for the strongest force on any atom: 0.063 Eh/bohr. The net charge is -2. As for the spin multiplicity: 1. For the frontier orbital gap, the calculation gives 5.87 eV. The value obtained for the LUMO energy is 0.09658 Ha.

DFT (ωB97M-V/def2-TZVPD) results for a cluster of 2 separate species, C3H7NO4 in total at a distorted geometry.

Positions of all 15 atoms, in Å:
O: 0.032 -2.489 1.546
C: 0.107 -1.285 1.459
N: 0.495 -0.659 0.277
C: 0.590 0.819 0.204
C: -0.384 1.495 1.144
O: -0.390 1.674 2.324
O: -1.289 2.140 0.325
H: -0.088 -0.608 2.258
H: 0.806 -1.256 -0.473
H: 1.569 1.261 0.564
H: 0.302 1.105 -0.817
H: -2.013 2.518 0.845
O: 0.349 -1.800 -3.384
H: -0.585 -1.981 -3.282
H: 0.501 -0.932 -2.990

Its HOMO energy is -10.166 eV. Its structure (SMILES) is O=CNCC(=O)O.O. The calculation puts the energy above the lowest of the compared OMol25 structures with the same formula, charge and spin at 35.0 kcal/mol. As for the molar mass: 121.092 g mol⁻¹. As for the strongest force on any atom: 0.052 Eh/bohr. As for the spin multiplicity: 1. For the frontier orbital gap, the calculation gives 10.42 eV. The value obtained for the LUMO energy is 0.00934 Ha.

DFT (ωB97M-V/def2-TZVPD) results for a structure of composition F3Li4 at a distorted geometry.

Positions of all 7 atoms, in Å:
Li: -0.291 0.634 1.935
Li: -2.026 1.151 -0.081
Li: 1.017 -1.199 0.150
Li: -0.201 1.736 -1.589
F: 2.215 0.008 -1.328
F: -0.393 -2.437 1.042
F: -0.322 0.107 -0.130

Its HOMO energy is -12.267 eV. The calculation puts the energy above the lowest of the compared OMol25 structures with the same formula, charge and spin at 0.0 kcal/mol. As for the molar mass: 84.758 g mol⁻¹. As for the strongest force on any atom: 0.080 Eh/bohr. The net charge is +1. As for the spin multiplicity: 1. For the frontier orbital gap, the calculation gives 4.74 eV. The value obtained for the LUMO energy is -0.27674 Ha.